Here is the ion CH4BrN4 with charge +1 in a non-equilibrium geometry from the Open Molecules 2025 dataset. Energies are from wB97M-V/def2-TZVPD.

Last columns: bonded neighbours and bond lengths (Å).
CARTESIAN COORDINATES (ANGSTROEM)
1 C 0.18 0.04 0.12  N3 1.425, N4 1.350, N5 1.320
2 N -1.89 0.81 -0.35  N3 1.198, H7 1.048
3 N -1.01 0.74 0.46  C1 1.425, N2 1.198
4 N 0.02 -1.30 0.09  C1 1.350, H8 1.080, H9 1.000
5 N 1.34 0.68 0.09  C1 1.320, Br6 1.888, H10 1.011
6 Br 2.98 -0.24 0.03  N5 1.888
7 H -2.84 1.20 -0.14  N2 1.048
8 H -0.85 -1.70 -0.41  N4 1.080
9 H 0.79 -1.87 -0.21  N4 1.000
10 H 1.28 1.66 0.33  N5 1.011

Calculated values
spin multiplicity: 1
DFT total energy: -77095.152 eV
structure (SMILES): [H]/N=N/C(N)=[NH+]/Br
HOMO level: -14.355 eV
total charge: +1

Atom charges from the Mulliken analysis, given in e for atoms 1 to 4: C 0.79; N -0.38; N 0.01; N -0.43

=====

Here is a cluster of 2 separate species, CH4BrNO in total in a non-equilibrium geometry from the Open Molecules 2025 dataset. Energies are from wB97M-V/def2-TZVPD.

Last columns: bonded neighbours and bond lengths (Å).
CARTESIAN COORDINATES (ANGSTROEM)
1 C -0.58 0.48 0.01  O3 1.341, H6 1.025, H7 1.175
2 N 1.05 -1.10 0.53  Br4 1.803, H8 0.972
3 O -1.90 0.53 -0.25  C1 1.341, H5 0.961
4 Br 2.22 -0.51 -0.71  N2 1.803
5 H -2.13 0.20 -1.12  O3 0.961
6 H -0.30 0.68 0.98  C1 1.025
7 H 0.23 0.54 -0.83  C1 1.175
8 H 1.41 -0.82 1.39  N2 0.972

Calculated values
spin multiplicity: 1
DFT total energy: -74677.307 eV
HOMO level (alpha / beta): -8.306 / -7.787 eV
total charge: 0

Atom charges from the Mulliken analysis, given in e for atoms 1 to 4: C 0.02; N -0.61; O -0.40; Br -0.06

=====

Here is a cluster of 2 separate species, CH4BrNO in total in a non-equilibrium geometry from the Open Molecules 2025 dataset. Energies are from wB97M-V/def2-TZVPD.

Last columns: bonded neighbours and bond lengths (Å).
CARTESIAN COORDINATES (ANGSTROEM)
1 C 0.92 0.64 -0.03  O3 1.422, H5 1.095, H6 1.094, H7 1.088
2 N -0.82 -0.76 0.38  O3 1.359, Br4 1.898
3 O 0.22 -0.52 -0.47  C1 1.422, N2 1.359
4 Br -2.37 0.23 -0.09  N2 1.898
5 H 1.13 0.58 1.04  C1 1.095
6 H 0.34 1.54 -0.25  C1 1.094
7 H 1.85 0.66 -0.60  C1 1.088
8 H -1.27 -2.39 0.01  no bonds

Calculated values
spin multiplicity: 1
DFT total energy: -74676.086 eV
HOMO level (alpha / beta): -9.436 / -9.281 eV
total charge: 0

Atom charges from the Mulliken analysis, given in e for atoms 1 to 4: C -0.47; N -0.36; O -0.13; Br -0.02